*1*
The following is a quantum chemistry calculation of a 9-piece molecular cluster, BH20O8 overall, from the OMol25 dataset.

Charge = -1
HOMO = -7.39 eV

Last column: natural (NBO) charge in e.
CARTESIAN COORDINATES (ANGSTROEM)
B: -0.508 -14.335 41.941  -0.873
H: -0.988 -13.451 42.500  -0.024
H: -0.220 -15.199 42.638  0.009
H: -1.221 -14.788 41.156  -0.021
H: 0.413 -13.988 41.347  -0.013
O: 2.949 -14.343 41.839  -0.959
H: 1.982 -14.247 41.804  0.490
H: 3.182 -14.695 40.975  0.459
O: -2.905 -16.400 40.036  -0.969
H: -2.254 -15.791 40.415  0.492
H: -3.598 -15.826 39.697  0.467
O: -2.628 -14.612 44.123  -0.966
H: -2.142 -14.270 43.345  0.499
H: -3.228 -15.270 43.758  0.458
O: -0.421 -12.179 39.960  -0.975
H: -0.485 -12.812 40.723  0.520
H: -0.553 -11.309 40.354  0.456
O: -3.346 -12.433 40.277  -0.961
H: -3.777 -11.600 40.489  0.455
H: -2.391 -12.228 40.281  0.487
O: 0.723 -17.005 41.289  -0.977
H: 0.227 -16.205 41.585  0.503
H: 0.040 -17.628 41.020  0.458
O: -1.005 -11.676 44.778  -0.957
H: -0.228 -11.524 45.320  0.465
H: -0.735 -12.376 44.178  0.488
O: 0.839 -13.874 44.578  -0.984
H: 0.493 -14.011 43.665  0.504
H: 0.603 -14.686 45.036  0.470


*2*
The following is a quantum chemistry calculation of a 9-piece molecular cluster, BH20O8 overall, from the OMol25 dataset.

Charge = -1
HOMO = -6.44 eV

Last column: natural (NBO) charge in e.
CARTESIAN COORDINATES (ANGSTROEM)
B: -1.752 -68.285 32.067  -0.821
H: -1.013 -67.295 32.377  -0.080
H: -1.188 -69.259 31.927  -0.018
H: -2.474 -68.509 33.057  -0.034
H: -2.525 -68.107 31.128  -0.029
O: -3.730 -70.734 31.481  -0.930
H: -3.100 -70.134 31.565  0.475
H: -4.503 -70.266 31.995  0.456
O: -1.082 -71.252 34.082  -0.980
H: -0.808 -70.358 33.884  0.513
H: -1.132 -71.454 34.969  0.456
O: 0.680 -69.139 34.275  -0.983
H: 0.904 -68.602 33.417  0.501
H: 1.276 -69.952 34.250  0.472
O: -0.119 -67.935 28.962  -0.933
H: -0.729 -68.053 28.259  0.448
H: -0.804 -68.268 29.540  0.485
O: -3.845 -67.596 35.586  -0.963
H: -3.592 -66.638 35.811  0.464
H: -3.664 -67.742 34.663  0.497
O: 1.829 -68.444 31.839  -1.025
H: 2.207 -69.064 31.280  0.495
H: 0.853 -68.085 31.857  0.541
O: 0.454 -65.100 34.572  -0.948
H: 0.092 -65.878 34.285  0.486
H: 0.024 -64.656 35.226  0.463
O: -3.330 -65.670 32.990  -0.966
H: -2.613 -65.284 33.527  0.447
H: -2.732 -66.416 32.718  0.511


Best to worst by energy: *1*, *2*.


*1*
The following is a quantum chemistry calculation of a 11-piece molecular cluster, C32H91N5O11 overall, from the OMol25 dataset.

Charge = 0
SMILES string = COC[C@H](C)N.COC[C@H](C)N.COC[C@H](C)N.COC[C@H](C)N.COC[C@H](C)N.CCO.CCO.CCO.CCO.CCO.CCO
HOMO = -8.77 eV

Last column: Löwdin charge in e.
CARTESIAN COORDINATES (ANGSTROEM)
C: 16.133 6.413 16.114  -0.082
O: 17.287 7.165 16.411  -0.215
C: 18.186 7.150 15.335  -0.200
C: 19.607 7.504 15.862  -0.398
C: 20.566 7.719 14.706  -0.063
N: 20.117 6.494 16.851  0.060
H: 16.366 5.360 16.149  0.088
H: 15.701 6.551 15.126  0.064
H: 15.334 6.556 16.847  0.099
H: 18.186 6.183 14.886  0.115
H: 17.924 7.855 14.539  0.098
H: 19.375 8.442 16.383  0.116
H: 21.470 8.215 15.121  0.089
H: 20.209 8.413 13.976  0.053
H: 20.911 6.785 14.297  0.074
H: 21.143 6.553 16.782  0.068
H: 19.867 6.767 17.793  0.048
C: 16.589 11.911 7.600  -0.095
O: 16.492 12.796 8.707  -0.170
C: 17.491 12.650 9.685  -0.263
C: 17.337 13.545 10.849  -0.484
C: 17.843 14.881 10.365  -0.071
N: 18.122 13.098 11.972  0.073
H: 17.522 12.166 7.064  0.097
H: 15.732 11.999 6.965  0.077
H: 16.779 10.891 7.986  0.066
H: 17.536 11.604 9.966  0.105
H: 18.533 12.783 9.291  0.138
H: 16.258 13.619 11.046  0.140
H: 17.298 15.297 9.499  0.090
H: 18.900 14.801 10.042  0.087
H: 17.858 15.614 11.174  0.068
H: 18.062 13.703 12.806  0.059
H: 17.878 12.139 12.296  0.071
C: 10.764 10.132 12.057  -0.127
O: 10.707 11.360 12.745  -0.216
C: 9.353 11.874 12.758  -0.193
C: 9.376 13.180 13.554  -0.443
C: 9.847 12.884 14.972  -0.072
N: 8.084 13.877 13.555  0.045
H: 10.561 10.205 10.980  0.089
H: 10.022 9.414 12.514  0.102
H: 11.808 9.798 12.235  0.061
H: 8.941 11.994 11.751  0.121
H: 8.696 11.120 13.278  0.138
H: 10.204 13.772 13.093  0.142
H: 10.318 13.753 15.464  0.086
H: 10.498 12.025 15.059  0.040
H: 8.981 12.511 15.554  0.089
H: 7.902 14.208 12.623  0.065
H: 8.102 14.648 14.183  0.059
C: 14.712 13.104 17.110  -0.104
O: 13.902 12.268 17.900  -0.204
C: 12.679 11.925 17.319  -0.213
C: 12.156 10.620 17.932  -0.410
C: 10.763 10.354 17.415  -0.077
N: 12.259 10.750 19.429  0.045
H: 15.622 13.183 17.658  0.071
H: 14.368 14.105 16.886  0.082
H: 14.955 12.575 16.143  0.099
H: 11.987 12.748 17.526  0.133
H: 12.807 11.772 16.232  0.125
H: 12.747 9.719 17.622  0.134
H: 10.010 11.104 17.640  0.080
H: 10.461 9.438 17.862  0.066
H: 10.807 10.183 16.335  0.059
H: 13.218 11.057 19.609  0.056
H: 12.155 9.869 19.914  0.060
C: 17.895 10.979 14.941  -0.081
O: 16.867 11.088 14.013  -0.191
C: 16.440 9.916 13.490  -0.234
C: 15.359 10.169 12.387  -0.354
C: 14.232 10.980 12.941  -0.048
N: 14.888 8.824 11.892  0.059
H: 18.764 10.463 14.501  0.094
H: 17.585 10.416 15.827  0.087
H: 18.216 11.992 15.167  0.065
H: 17.203 9.428 12.896  0.106
H: 16.062 9.181 14.204  0.132
H: 15.810 10.656 11.542  0.115
H: 14.568 11.858 13.450  0.056
H: 13.599 10.381 13.646  0.079
H: 13.534 11.317 12.149  0.085
H: 15.715 8.273 11.660  0.056
H: 14.249 8.809 11.087  0.069
C: 20.277 12.436 18.368  -0.070
C: 20.420 13.311 17.165  -0.344
O: 19.967 14.617 17.347  -0.071
H: 21.163 12.575 18.969  0.079
H: 20.262 11.453 17.891  0.072
H: 19.292 12.552 18.877  0.096
H: 20.002 12.913 16.274  0.079
H: 21.512 13.329 16.987  0.128
H: 19.383 14.594 18.123  0.104
C: 14.816 9.214 6.845  -0.103
C: 15.203 8.506 8.134  -0.287
O: 14.014 8.346 8.928  -0.102
H: 14.199 8.720 6.099  0.074
H: 15.722 9.581 6.366  0.063
H: 14.239 10.117 7.141  0.084
H: 15.960 9.038 8.734  0.106
H: 15.614 7.583 7.830  0.091
H: 13.341 7.787 8.510  0.096
C: 11.985 7.949 14.885  -0.104
C: 12.469 7.006 13.843  -0.347
O: 13.853 6.943 13.819  -0.105
H: 12.232 8.985 14.597  0.055
H: 12.368 7.809 15.887  0.069
H: 10.904 7.871 14.957  0.076
H: 12.117 7.262 12.820  0.117
H: 12.077 6.023 14.147  0.113
H: 14.203 7.498 13.118  0.017
C: 16.344 9.571 18.768  -0.077
C: 17.825 9.267 18.844  -0.339
O: 18.108 7.893 18.903  -0.099
H: 16.022 9.302 17.762  0.062
H: 16.149 10.631 18.845  0.059
H: 15.722 9.034 19.478  0.081
H: 18.196 9.629 19.821  0.116
H: 18.410 9.794 18.072  0.082
H: 17.748 7.459 18.092  0.055
C: 19.288 6.439 9.936  -0.094
C: 19.094 7.025 11.292  -0.310
O: 17.719 7.086 11.718  -0.101
H: 20.322 6.276 9.717  0.067
H: 18.926 7.065 9.141  0.063
H: 18.779 5.451 9.831  0.095
H: 19.490 8.042 11.405  0.117
H: 19.656 6.368 11.957  0.103
H: 17.420 6.265 12.126  0.090
C: 16.057 14.886 14.225  -0.090
C: 17.069 15.278 15.277  -0.314
O: 18.167 14.392 15.194  -0.116
H: 15.028 15.302 14.361  0.092
H: 16.053 13.800 14.239  0.052
H: 16.192 15.183 13.181  0.058
H: 16.543 15.232 16.218  0.088
H: 17.440 16.307 15.141  0.119
H: 18.853 14.634 15.895  0.071


*2*
The following is a quantum chemistry calculation of a 11-piece molecular cluster, C32H91N5O11 overall, from the OMol25 dataset.

Charge = 0
SMILES string = COC[C@H](C)N.COC[C@H](C)N.COC[C@H](C)N.COC[C@H](C)N.COC[C@H](C)N.CCO.CCO.CCO.CCO.CCO.CCO
HOMO = -8.69 eV

Last column: Löwdin charge in e.
CARTESIAN COORDINATES (ANGSTROEM)
C: 6.590 4.780 0.443  -0.112
O: 5.680 4.913 -0.655  -0.192
C: 4.291 4.489 -0.480  -0.140
C: 4.095 2.967 -0.908  -0.380
C: 2.624 2.573 -0.924  -0.072
N: 4.896 2.097 0.006  0.069
H: 7.053 3.802 0.574  0.070
H: 6.090 4.975 1.392  0.084
H: 7.456 5.425 0.298  0.086
H: 4.026 4.596 0.572  0.106
H: 3.618 5.109 -1.072  0.114
H: 4.457 2.792 -1.921  0.120
H: 1.979 3.014 -1.683  0.073
H: 2.166 2.726 0.053  0.061
H: 2.532 1.509 -1.142  0.062
H: 4.652 2.186 0.982  0.026
H: 5.758 2.623 0.011  0.022
C: -2.610 -3.215 -1.213  -0.087
O: -1.426 -3.885 -0.766  -0.227
C: -0.911 -4.809 -1.687  -0.180
C: 0.222 -5.563 -0.909  -0.426
C: 1.121 -6.332 -1.851  -0.070
N: -0.333 -6.527 0.015  0.043
H: -3.407 -3.905 -1.490  0.095
H: -2.487 -2.463 -1.992  0.083
H: -3.100 -2.686 -0.396  0.060
H: -1.604 -5.568 -2.050  0.123
H: -0.607 -4.299 -2.602  0.127
H: 0.787 -4.861 -0.295  0.123
H: 1.689 -5.576 -2.392  0.075
H: 0.579 -6.947 -2.569  0.079
H: 1.894 -6.956 -1.403  0.080
H: -0.983 -5.934 0.512  0.046
H: -0.870 -7.212 -0.497  0.074
C: -1.124 1.483 -2.414  -0.106
O: -0.881 1.173 -1.053  -0.205
C: -0.484 -0.212 -0.826  -0.121
C: -0.613 -0.579 0.682  -0.396
C: 0.087 0.389 1.575  -0.045
N: -0.025 -1.899 0.806  0.092
H: -1.725 0.702 -2.879  0.074
H: -0.179 1.511 -2.957  0.071
H: -1.647 2.436 -2.495  0.083
H: -1.021 -0.906 -1.473  0.101
H: 0.547 -0.240 -1.178  0.117
H: -1.655 -0.573 1.002  0.105
H: 0.137 0.126 2.631  0.072
H: -0.440 1.341 1.500  0.062
H: 1.139 0.488 1.308  0.073
H: -0.124 -2.097 1.791  0.068
H: -0.664 -2.526 0.339  0.048
C: -2.425 0.921 4.315  -0.076
O: -3.156 0.243 3.263  -0.217
C: -3.580 1.194 2.264  -0.185
C: -4.327 0.507 1.113  -0.437
C: -4.591 1.524 -0.073  -0.032
N: -5.583 0.003 1.553  0.042
H: -1.417 1.170 3.982  0.057
H: -2.347 0.267 5.183  0.087
H: -2.897 1.860 4.604  0.084
H: -4.293 1.872 2.734  0.128
H: -2.728 1.800 1.953  0.106
H: -3.792 -0.363 0.734  0.102
H: -3.710 2.143 -0.244  0.059
H: -5.360 2.271 0.123  0.074
H: -4.806 0.950 -0.974  0.071
H: -5.371 -0.597 2.338  0.057
H: -5.823 -0.722 0.891  0.076
C: -0.464 -5.110 3.288  -0.058
O: -0.568 -3.660 3.516  -0.203
C: -1.737 -3.290 4.273  -0.191
C: -3.056 -3.565 3.644  -0.448
C: -3.207 -3.029 2.221  -0.063
N: -4.144 -2.948 4.392  0.046
H: -1.347 -5.598 2.876  0.080
H: -0.032 -5.550 4.187  0.088
H: 0.387 -5.256 2.623  0.071
H: -1.776 -3.707 5.279  0.130
H: -1.661 -2.206 4.364  0.119
H: -3.242 -4.638 3.593  0.130
H: -3.002 -1.959 2.200  0.056
H: -4.160 -3.333 1.788  0.087
H: -2.421 -3.465 1.605  0.052
H: -5.040 -3.028 3.933  0.070
H: -3.904 -1.976 4.525  0.054
C: -1.739 4.680 3.243  -0.067
C: -0.417 3.982 3.008  -0.367
O: 0.540 4.940 3.169  -0.072
H: -2.542 3.945 3.186  0.047
H: -1.893 5.483 2.523  0.081
H: -1.855 5.058 4.259  0.084
H: -0.278 3.536 2.024  0.102
H: -0.208 3.150 3.681  0.097
H: 0.466 5.624 2.498  0.092
C: 2.585 1.404 4.307  -0.069
C: 3.046 1.669 2.884  -0.325
O: 4.177 2.492 2.981  -0.101
H: 1.828 0.630 4.435  0.056
H: 2.048 2.293 4.637  0.067
H: 3.390 1.105 4.978  0.083
H: 2.360 2.326 2.351  0.092
H: 3.335 0.788 2.311  0.113
H: 3.874 3.386 3.153  0.089
C: 2.657 0.720 -4.104  -0.080
C: 3.295 -0.497 -4.791  -0.256
O: 2.169 -1.305 -5.246  -0.106
H: 3.472 1.360 -3.767  0.072
H: 2.073 0.398 -3.242  0.054
H: 1.946 1.174 -4.795  0.076
H: 3.854 -0.990 -3.995  0.113
H: 3.940 -0.217 -5.624  0.110
H: 2.499 -2.165 -5.514  0.087
C: -2.832 -1.055 -5.967  -0.092
C: -1.431 -0.496 -5.823  -0.312
O: -0.743 -1.233 -4.816  -0.104
H: -3.424 -0.944 -5.058  0.065
H: -2.956 -2.115 -6.189  0.072
H: -3.378 -0.519 -6.743  0.071
H: -1.486 0.554 -5.537  0.095
H: -0.850 -0.540 -6.744  0.111
H: 0.216 -1.254 -4.845  0.032
C: -0.494 5.022 -4.540  -0.103
C: -0.579 6.106 -5.605  -0.327
O: 0.370 5.827 -6.604  -0.071
H: -0.943 5.344 -3.600  0.069
H: 0.541 4.803 -4.279  0.072
H: -0.913 4.045 -4.782  0.060
H: -0.400 7.047 -5.085  0.111
H: -1.583 6.197 -6.020  0.107
H: 0.103 5.018 -7.046  0.084
C: 2.749 -2.495 2.953  -0.074
C: 2.860 -3.048 1.515  -0.360
O: 2.813 -2.047 0.600  -0.087
H: 2.722 -3.369 3.603  0.065
H: 1.899 -1.860 3.201  0.048
H: 3.633 -1.934 3.257  0.067
H: 2.111 -3.803 1.277  0.082
H: 3.827 -3.545 1.442  0.111
H: 1.879 -1.850 0.501  0.019


Best to worst by energy: *1*, *2*.